[1]
2 unconnected molecules or ions with the total composition C5H13NO. Source: OMol25; level of theory: ωB97M-V/def2-TZVPD.

Last columns: bonded neighbours and bond lengths (Å).
CARTESIAN COORDINATES (ANGSTROEM)
1 C -2.30656 0.39816 1.96106  C2 1.523, H7 1.090, H8 1.097, H9 1.086
2 C -1.27403 0.11757 0.87674  C1 1.523, C3 1.335, H10 1.089
3 C -1.38051 0.51705 -0.39269  C2 1.335, C4 1.517, H11 1.090
4 C -0.62371 0.03848 -1.61724  C3 1.517, C5 1.548, H12 1.085, H13 1.099
5 C -0.04287 -1.38152 -1.41159  C4 1.548, N6 1.451, H14 1.104, H15 1.101
6 N 1.33457 -1.31647 -0.95960  C5 1.451, H16 1.018, H17 1.017
7 H -1.74018 0.69509 2.84353  C1 1.090
8 H -2.81204 -0.54742 2.19213  C1 1.097
9 H -3.11596 1.03592 1.61810  C1 1.086
10 H -0.55549 -0.64683 1.16737  C2 1.089
11 H -1.97805 1.41433 -0.55454  C3 1.090
12 H -1.24494 0.13153 -2.50206  C4 1.085
13 H 0.18376 0.77554 -1.72585  C4 1.099
14 H -0.24334 -1.89382 -2.36841  C5 1.104
15 H -0.77805 -1.98449 -0.85614  C5 1.101
16 H 1.37025 -1.35204 0.05693  N6 1.018
17 H 1.78414 -2.21377 -1.12542  N6 1.017
18 O 4.59973 1.90224 1.26512  H19 0.954, H20 0.962
19 H 4.82805 1.66646 0.36904  O18 0.954
20 H 3.99522 2.64397 1.16355  O18 0.962

Calculated values
**Calculated total energy**: -8932.0579 eV
**SMILES string**: C/C=C/CCN.O
**Molar mass**: 103.16 Da
**ΔE to the lowest compared entry with this formula, charge and spin**: 45.0 kcal/mol
**Net charge**: 0
**Orbital gap**: 9.85 eV

Results of the Löwdin charge analysis, in e, for atoms 1 through 5:
1 C -0.105
2 C -0.178
3 C -0.137
4 C -0.196
5 C -0.319

[2]
2 unconnected molecules or ions with the total composition C5H13NO. Source: OMol25; level of theory: ωB97M-V/def2-TZVPD.

Last columns: bonded neighbours and bond lengths (Å).
CARTESIAN COORDINATES (ANGSTROEM)
1 C 1.20628 -0.94409 -0.75830  C2 1.472, H7 1.079, H8 1.036, H9 1.137
2 C 0.11473 -0.00201 -0.46285  C1 1.472, C3 1.495, C4 1.386
3 C -0.04018 1.23366 -1.28921  C2 1.495, H10 1.113, H11 1.075, H12 1.122
4 C -1.01844 -0.24377 0.29837  C2 1.386, C5 1.503, N6 1.464
5 C -2.12675 0.76350 0.42971  C4 1.503, H13 1.155, H14 1.097, H15 1.042
6 N -1.42849 -1.51905 0.88829  C4 1.464, H16 0.988, H17 1.029
7 H 1.01371 -1.91573 -1.18525  C1 1.079
8 H 1.69313 -1.29650 0.08554  C1 1.036
9 H 2.12994 -0.47742 -1.22900  C1 1.137
10 H -0.79016 1.06817 -2.09470  C3 1.113
11 H 0.82426 1.40850 -1.90300  C3 1.075
12 H -0.15675 2.16769 -0.67889  C3 1.122
13 H -3.09269 0.31504 -0.01749  C5 1.155
14 H -2.30612 0.92593 1.49964  C5 1.097
15 H -1.87912 1.62028 -0.10965  C5 1.042
16 H -0.98696 -2.30594 0.48607  N6 0.988
17 H -2.45638 -1.52997 0.83208  N6 1.029
18 O 3.20992 0.55562 1.74109  H19 0.962, H20 0.977
19 H 3.04534 0.09108 2.56673  O18 0.962
20 H 3.04472 0.08502 0.90083  O18 0.977

Calculated values
**Calculated total energy**: -8931.8576 eV
**SMILES string**: CC(C)=C(C)N.O
**Molar mass**: 103.16 Da
**ΔE to the lowest compared entry with this formula, charge and spin**: 49.7 kcal/mol
**Net charge**: 0
**Orbital gap**: 8.54 eV

Results of the Löwdin charge analysis, in e, for atoms 1 through 5:
1 C -0.088
2 C -0.301
3 C -0.105
4 C -0.316
5 C -0.060

[3]
2 unconnected molecules or ions with the total composition C5H13NO. Source: OMol25; level of theory: ωB97M-V/def2-TZVPD.

Last columns: bonded neighbours and bond lengths (Å).
CARTESIAN COORDINATES (ANGSTROEM)
1 C 1.00878 -2.25069 -1.25148  C2 1.368, H5 1.174, H6 1.122
2 C 0.01461 -2.29595 -0.31289  C1 1.368, C3 1.533, N4 1.445
3 C -1.04848 -1.20732 -0.12955  C2 1.533, H7 1.092, H8 1.108, H9 1.109
4 N -0.15628 -3.45828 0.52897  C2 1.445, H10 1.003, H11 1.012
5 H 1.94382 -2.95895 -1.20765  C1 1.174
6 H 0.91129 -1.49967 -2.07945  C1 1.122
7 H -0.78397 -0.44911 0.61100  C3 1.092
8 H -1.97948 -1.66127 0.26252  C3 1.108
9 H -1.30647 -0.65283 -1.05490  C3 1.109
10 H -1.10115 -3.64350 0.80946  N4 1.003
11 H 0.37902 -4.16419 0.03969  N4 1.012
12 C 0.97437 2.43000 -0.45240  C13 1.537, H15 1.104, H16 1.119, H17 1.065
13 C -0.20136 2.38186 0.53714  C12 1.537, O14 1.430, H18 1.129, H19 1.140
14 O -0.40615 3.74377 0.92275  C13 1.430, H20 0.960
15 H 1.82984 2.88754 0.07487  C12 1.104
16 H 1.28703 1.41327 -0.80103  C12 1.119
17 H 0.69048 3.04448 -1.27495  C12 1.065
18 H 0.11199 1.78927 1.44538  C13 1.129
19 H -1.14724 1.96271 0.05919  C13 1.140
20 H -0.97960 3.84274 1.68615  O14 0.960

Calculated values
**Calculated total energy**: -8931.9731 eV
**SMILES string**: C=C(C)N.CCO
**Molar mass**: 103.16 Da
**ΔE to the lowest compared entry with this formula, charge and spin**: 47.0 kcal/mol
**Net charge**: 0
**Orbital gap**: 9.04 eV

Results of the Löwdin charge analysis, in e, for atoms 1 through 5:
1 C -0.022
2 C -0.448
3 C -0.067
4 N 0.054
5 H 0.083

[4]
2 unconnected molecules or ions with the total composition C5H13NO. Source: OMol25; level of theory: ωB97M-V/def2-TZVPD.

Last columns: bonded neighbours and bond lengths (Å).
CARTESIAN COORDINATES (ANGSTROEM)
1 C 0.83042 -1.11590 -1.97973  C2 1.345, H7 1.082, H8 1.090
2 C 0.89936 -0.21407 -0.98418  C1 1.345, C3 1.512, C4 1.511
3 C 2.24215 0.00752 -0.32524  C2 1.512, H9 1.091, H10 1.089, H11 1.094
4 C -0.27754 0.70063 -0.73574  C2 1.511, C5 1.518, H12 1.090, H13 1.091
5 C -0.34076 1.25516 0.67637  C4 1.518, N6 1.452, H14 1.100, H15 1.093
6 N -0.62298 0.17034 1.59890  C5 1.452, H16 1.011, H17 1.008
7 H 1.58043 -1.40945 -2.70191  C1 1.082
8 H -0.17498 -1.44664 -2.23836  C1 1.090
9 H 2.77860 0.90778 -0.63033  C3 1.091
10 H 2.88801 -0.84692 -0.51966  C3 1.089
11 H 2.15239 0.05848 0.76407  C3 1.094
12 H -1.18859 0.11513 -0.86054  C4 1.090
13 H -0.21708 1.50853 -1.46650  C4 1.091
14 H 0.60736 1.77280 0.88259  C5 1.100
15 H -1.12539 2.01281 0.74551  C5 1.093
16 H -0.19277 -0.67481 1.24927  N6 1.011
17 H -0.51917 0.20940 2.60128  N6 1.008
18 O -3.23112 -1.08745 0.97010  H19 0.974, H20 0.960
19 H -2.31441 -0.84613 1.19243  O18 0.974
20 H -3.77395 -1.07722 1.76165  O18 0.960

Calculated values
**Calculated total energy**: -8932.3220 eV
**SMILES string**: C=C(C)CCN.O
**Molar mass**: 103.16 Da
**ΔE to the lowest compared entry with this formula, charge and spin**: 38.9 kcal/mol
**Net charge**: 0
**Orbital gap**: 10.00 eV

Results of the Löwdin charge analysis, in e, for atoms 1 through 5:
1 C 0.037
2 C -0.367
3 C -0.075
4 C -0.168
5 C -0.285

[5]
A single C5H13NO molecule. Source: OMol25; level of theory: ωB97M-V/def2-TZVPD.

Last columns: bonded neighbours and bond lengths (Å).
CARTESIAN COORDINATES (ANGSTROEM)
1 C 2.38898 -1.00109 0.31836  N2 1.445, H8 1.094, H9 1.101, H10 1.097
2 N 1.28701 -0.57561 -0.51430  C1 1.445, C3 1.771, H11 1.016
3 C -0.01808 0.35820 0.23378  N2 1.771, C4 1.510, C5 1.448, H12 1.087
4 C 0.08618 1.77643 -0.27436  C3 1.510, H13 1.089, H14 1.090, H15 1.089
5 C -0.95078 -0.57102 -0.36928  C3 1.448, C6 1.844, O7 1.371, H16 1.091
6 C -2.37447 0.32854 0.38262  C5 1.844, H17 1.087, H18 1.086, H19 1.086
7 O -0.97328 -1.82992 0.17408  C5 1.371, H20 0.966
8 H 1.98385 -1.53558 1.18208  C1 1.094
9 H 3.01748 -0.17726 0.69092  C1 1.101
10 H 3.04421 -1.69821 -0.21846  C1 1.097
11 H 1.61187 -0.14560 -1.37597  N2 1.016
12 H 0.11888 0.22407 1.30345  C3 1.087
13 H 1.09253 2.15052 -0.09456  C4 1.089
14 H -0.11617 1.82004 -1.34468  C4 1.090
15 H -0.62529 2.42961 0.22874  C4 1.089
16 H -1.10504 -0.48718 -1.44576  C5 1.091
17 H -2.26186 0.64909 1.41518  C6 1.087
18 H -2.66534 1.14010 -0.27854  C6 1.086
19 H -3.12198 -0.45949 0.36526  C6 1.086
20 H -0.41870 -2.39566 -0.37858  O7 0.966

Calculated values
**Calculated total energy**: -8930.6560 eV
**SMILES string**: CN[C@@H](C)[C@H](C)O
**Molar mass**: 103.16 Da
**ΔE to the lowest compared entry with this formula, charge and spin**: 77.4 kcal/mol
**Net charge**: 0
**Orbital gap**: 9.47 eV

Results of the Löwdin charge analysis, in e, for atoms 1 through 5:
1 C -0.186
2 N -0.104
3 C -0.272
4 C -0.068
5 C -0.384

[6]
2 unconnected molecules or ions with the total composition C5H13NO. Source: OMol25; level of theory: ωB97M-V/def2-TZVPD.

Last columns: bonded neighbours and bond lengths (Å).
CARTESIAN COORDINATES (ANGSTROEM)
1 C -2.73880 0.92783 0.94005  C2 1.495, H7 1.108, H8 1.151, H9 1.070
2 C -1.50668 0.98403 0.09484  C1 1.495, C3 1.334, H10 1.071
3 C -0.45960 0.17979 0.28393  C2 1.334, C4 1.603, H11 1.119
4 C 0.67521 0.07368 -0.84316  C3 1.603, N5 1.515, H12 1.170, H13 1.157
5 N 1.97617 0.66678 -0.34070  C4 1.515, C6 1.516, H14 1.030
6 C 1.89215 1.95413 0.45627  N5 1.516, H15 1.134, H16 1.217, H17 1.093
7 H -2.95588 1.99232 1.15601  C1 1.108
8 H -2.50773 0.57598 2.01140  C1 1.151
9 H -3.50848 0.38243 0.43541  C1 1.070
10 H -1.61036 1.71777 -0.67782  C2 1.071
11 H -0.40266 -0.49083 1.17786  C3 1.119
12 H 0.18559 0.69465 -1.70582  C4 1.170
13 H 0.79046 -1.04534 -1.11567  C4 1.157
14 H 2.59043 -0.07444 0.02592  N5 1.030
15 H 0.79403 2.04954 0.72304  C6 1.134
16 H 2.07199 2.79178 -0.40800  C6 1.217
17 H 2.35950 1.75182 1.42318  C6 1.093
18 O 0.16969 -3.95238 -0.73364  H19 1.006, H20 0.981
19 H -0.49475 -3.38568 -0.23347  O18 1.006
20 H 0.32344 -4.72529 -0.14964  O18 0.981

Calculated values
**Calculated total energy**: -8930.7753 eV
**SMILES string**: C/C=C/CNC.O
**Molar mass**: 103.16 Da
**ΔE to the lowest compared entry with this formula, charge and spin**: 74.6 kcal/mol
**Net charge**: 0
**Orbital gap**: 8.97 eV

Results of the Löwdin charge analysis, in e, for atoms 1 through 5:
1 C -0.120
2 C -0.223
3 C -0.147
4 C -0.202
5 N -0.174